No. 1
This record from the Open Molecules 2025 dataset describes the molecule C20H24N4O3S2 in a non-equilibrium geometry. The level of theory is ωB97M-V/def2-TZVPD.

Geometry as XYZ:
```
53
Properties=species:S:1:pos:R:3:forces:R:3
C -9.245 -1.396 0.372 -0.05 0.00 0.02
C -8.289 -0.270 0.131 0.00 0.04 -0.05
C -8.767 0.988 -0.228 0.12 -0.07 0.04
C -7.900 2.046 -0.432 -0.03 0.01 0.00
C -6.538 1.862 -0.288 0.22 -0.15 0.04
C -6.038 0.605 0.045 -0.45 0.26 0.00
C -4.571 0.467 0.185 0.22 -0.02 0.02
O -3.850 1.402 0.499 -0.08 0.14 -0.01
N -4.082 -0.785 -0.087 -0.28 0.17 0.05
C -2.769 -1.244 -0.031 0.32 -0.27 -0.01
S -2.547 -2.825 -0.439 0.00 -0.39 -0.11
N -1.860 -0.334 0.348 -0.97 0.62 0.04
C -0.486 -0.411 0.531 0.74 -0.24 0.03
C 0.271 -1.569 0.354 -0.04 -0.04 -0.03
C 1.637 -1.532 0.564 0.11 0.08 0.09
C 2.250 -0.356 0.950 0.50 -0.04 0.22
S 4.025 -0.308 1.148 -0.60 0.05 -0.29
O 4.486 -1.620 1.503 -0.13 -0.07 -0.32
O 4.358 0.795 2.006 -0.16 0.14 -0.27
N 4.464 0.038 -0.440 -0.16 -0.23 0.93
C 4.997 1.363 -0.669 0.24 0.62 0.21
C 6.479 1.435 -0.305 -0.17 0.08 -0.14
N 7.220 0.436 -1.057 -0.05 0.00 -0.03
C 8.643 0.533 -0.811 -0.07 0.00 -0.04
C 6.715 -0.892 -0.749 -0.17 -0.05 -0.18
C 5.235 -0.980 -1.120 0.37 -0.61 0.00
C 1.511 0.798 1.134 0.02 0.07 0.07
C 0.148 0.773 0.927 -0.04 -0.18 -0.08
C -6.921 -0.452 0.261 0.08 0.17 -0.05
H -8.718 -2.312 0.629 -0.02 -0.08 0.02
H -9.924 -1.146 1.186 -0.06 -0.06 0.05
H -9.847 -1.578 -0.517 -0.05 -0.07 -0.02
H -9.832 1.134 -0.338 -0.12 0.02 -0.01
H -8.287 3.017 -0.701 -0.03 0.08 -0.03
H -5.845 2.675 -0.436 0.06 0.07 0.00
H -4.733 -1.497 -0.394 0.24 0.13 0.02
H -2.272 0.592 0.532 0.08 -0.32 -0.09
H -0.203 -2.489 0.058 0.03 0.05 0.02
H 2.239 -2.419 0.447 0.00 -0.18 -0.03
H 4.428 2.061 -0.057 0.07 0.16 -0.17
H 4.859 1.601 -1.727 -0.02 -0.01 0.08
H 6.872 2.423 -0.559 -0.01 0.00 0.06
H 6.576 1.283 0.785 0.07 0.06 -0.06
H 9.159 -0.203 -1.426 0.09 -0.01 0.00
H 8.984 1.527 -1.095 0.09 0.02 0.01
H 8.906 0.358 0.243 0.01 0.00 0.04
H 7.282 -1.623 -1.329 -0.01 -0.02 0.06
H 6.818 -1.131 0.324 0.08 -0.02 -0.07
H 4.835 -1.950 -0.829 0.09 -0.06 -0.21
H 5.107 -0.833 -2.196 -0.02 -0.02 0.07
H 2.015 1.696 1.454 -0.03 0.17 0.05
H -0.442 1.666 1.072 -0.04 0.10 0.03
H -6.553 -1.420 0.572 0.02 -0.11 0.03
```
Positions in Å, forces in eV/Å.

Mulliken population analysis, charges in e, atoms 1 to 5: atom 1 (C): -1.47, atom 2 (C): 0.61, atom 3 (C): -0.46, atom 4 (C): -0.57, atom 5 (C): -0.70

=====

No. 2
This record from the Open Molecules 2025 dataset describes a 2-piece molecular cluster, C20H24O5 overall in a non-equilibrium geometry. The level of theory is ωB97M-V/def2-TZVPD.

Geometry as XYZ:
```
49
Properties=species:S:1:pos:R:3:forces:R:3
C 4.177 -1.275 2.611 0.31 0.01 -0.05
C 2.715 -1.623 2.628 0.09 0.39 -0.06
O 1.998 -0.373 2.704 0.37 -0.94 -0.18
C 0.674 -0.579 2.844 -0.85 0.77 0.67
C -0.075 0.699 2.907 -0.10 -1.02 0.27
C 0.610 1.959 3.142 0.26 -0.30 0.51
C -0.005 3.216 2.608 -0.23 0.51 -0.04
O 1.661 2.028 3.801 -0.37 0.09 -0.35
C -1.525 0.624 2.861 0.42 1.14 0.00
O -2.307 1.582 2.940 0.18 -0.64 0.08
O -1.999 -0.626 2.775 -1.00 0.14 -0.05
C -3.436 -0.677 2.718 0.36 -0.09 -0.09
C -3.783 -2.136 2.668 -0.23 -0.36 -0.08
O 0.222 -1.710 2.939 0.35 0.21 -0.02
H 4.760 -2.194 2.553 0.10 -0.04 -0.01
H 4.423 -0.661 1.738 -0.03 -0.03 0.20
H 4.470 -0.742 3.522 -0.07 -0.01 -0.19
H 2.413 -2.149 1.710 0.04 0.02 0.37
H 2.459 -2.241 3.500 0.02 0.06 -0.33
H -1.095 3.106 2.549 0.49 0.21 -0.12
H 0.265 4.051 3.265 0.02 -0.12 -0.19
H 0.411 3.411 1.607 -0.13 -0.09 0.25
H -3.851 -0.192 3.615 0.01 -0.01 -0.41
H -3.773 -0.153 1.809 -0.02 -0.04 0.47
H -4.864 -2.239 2.595 -0.11 -0.10 0.00
H -3.333 -2.621 1.797 -0.02 0.09 0.14
H -3.448 -2.662 3.566 0.03 0.07 -0.08
C 0.968 0.387 6.276 0.20 -0.80 0.11
C 1.155 -1.152 6.508 -0.18 1.06 -0.24
C -0.242 -1.680 6.419 -0.35 1.19 -0.09
C -1.157 -0.662 6.215 0.22 -1.32 0.14
C -0.504 0.586 6.123 0.76 0.44 0.04
C -1.131 1.875 6.037 -0.48 0.64 0.00
C -2.538 1.992 5.909 0.24 -0.13 0.05
C -3.149 3.236 5.832 -0.10 -0.05 0.02
C -2.384 4.407 5.873 0.08 -0.36 0.01
C -0.996 4.318 6.008 0.14 -0.16 0.03
C -0.377 3.078 6.096 0.06 -0.38 -0.07
H 1.398 0.986 7.091 -0.23 -0.09 -0.18
H 1.500 0.692 5.361 -0.16 0.32 -0.12
H 1.820 -1.575 5.740 -0.26 -0.11 0.18
H 1.636 -1.313 7.483 -0.27 -0.28 -0.16
H -0.482 -2.736 6.532 -0.07 0.25 -0.12
H -2.238 -0.784 6.162 0.41 -0.13 -0.10
H -3.141 1.082 5.890 0.10 0.42 -0.11
H -4.235 3.290 5.734 0.37 0.02 0.00
H -2.867 5.383 5.802 0.14 -0.31 0.02
H -0.381 5.219 6.040 -0.21 -0.23 -0.01
H 0.707 3.010 6.195 -0.29 0.11 -0.11
```
Positions in Å, forces in eV/Å.

Mulliken population analysis, charges in e, atoms 1 to 5: atom 1 (C): -1.27, atom 2 (C): -0.13, atom 3 (O): -0.19, atom 4 (C): 0.52, atom 5 (C): 0.40

=====

Calculated E_HOMO in order - -8.5 -7.3 eV
Calculated Kohn-Sham gap in order - 8.1 5.2 eV
Calculated energy above the lowest of the compared OMol25 structures with the same formula, charge and spin in order - 73.2 159.8 kJ/mol